(1)
C36H30Cl4MnN6O9S2 | ωB97M-V/def2-TZVPD

energy above the lowest of the compared OMol25 structures with the same formula, charge and spin = 31.17 kcal/mol
HOMO energy (alpha / beta) = -1.621 / -1.607 eV
molecular weight = 951.55 g/mol
2S+1 = 2
electronic energy = -6183.88513 Eh
LUMO level (alpha / beta) = 4.1 / 4.1 eV
Kohn-Sham gap (alpha / beta) = 5.71 / 5.70 eV
⟨S²⟩ = 1.14
net charge = -2

Last column: Mulliken charge in e.
Element x y z (Å)
Mn -0.27378 -0.12712 0.21186  0.932
O -0.86853 -2.57585 -2.90052  -1.080
C -0.46385 -1.66197 -2.16035  -0.246
O -0.52954 -1.65928 -0.89868  0.002
C 0.01525 -0.37358 -2.76892  1.228
C 0.09712 -0.23836 -4.16403  -1.222
C 0.19194 1.00540 -4.71284  -1.144
C 0.16134 2.12875 -3.85872  1.089
C 0.05627 3.45061 -4.33337  -0.872
C 0.00802 4.50602 -3.45917  -0.738
C 0.12143 4.27614 -2.07678  -0.323
C 0.22438 3.00213 -1.58406  -0.182
C 0.18970 1.89519 -2.45700  -0.311
N 0.12748 0.64552 -1.93441  1.392
H 0.03727 -1.13416 -4.76598  0.581
H 0.24806 1.15243 -5.78515  0.422
H -0.00401 3.61784 -5.40308  0.389
H -0.11956 5.51325 -3.83729  0.364
H 0.11658 5.11420 -1.39001  0.401
H 0.30004 2.80446 -0.52050  -0.085
Cl -0.81458 2.54354 6.72691  -0.268
C -0.54629 2.27050 5.03376  0.334
C -0.20829 3.33144 4.21260  0.340
Cl -0.07382 4.93326 4.86608  -0.268
C 0.03526 3.10131 2.84257  0.404
Cl 0.47343 4.42879 1.80808  -0.250
C -0.08009 1.83178 2.29529  -1.129
O 0.10062 1.51215 1.05567  0.002
C -0.46282 0.71179 3.13473  -0.387
O -0.58676 -0.41743 2.55825  -0.468
C -0.66118 0.97643 4.50038  0.299
Cl -1.05105 -0.36445 5.53830  -0.279
C -4.40459 -2.20958 2.18982  -0.741
C -3.91915 -3.30598 1.23112  -0.603
C -2.45389 -2.92594 1.03346  -0.697
O -2.47267 -1.51140 0.97662  0.548
C -3.40706 -1.05394 1.95086  -0.317
H -4.34696 -2.54795 3.22519  0.356
H -5.43248 -1.90400 1.98822  0.284
H -4.44253 -3.23902 0.27499  0.213
H -4.04289 -4.31259 1.63300  0.387
H -2.01946 -3.28780 0.10540  0.266
H -1.84563 -3.27153 1.88102  0.247
H -3.87774 -0.15736 1.54146  0.258
H -2.88194 -0.78977 2.86874  -0.023
N 8.00872 2.30172 0.88165  -0.623
C 7.05835 1.54129 0.18164  1.209
C 6.00421 2.17192 -0.48096  -0.791
C 5.09077 1.42645 -1.20244  -0.515
C 5.22944 0.04867 -1.27894  -0.436
C 6.27855 -0.58806 -0.63888  -0.370
C 7.19003 0.15744 0.09363  -0.615
S 3.96906 -0.87984 -2.14608  1.060
O 3.70020 -0.15290 -3.36090  -0.749
O 4.47904 -2.22912 -2.29927  -0.747
N 2.69858 -0.74792 -1.18589  -0.042
C 2.50139 -1.47462 -0.07908  0.305
S 3.44558 -2.88997 0.47064  -0.225
C 2.43677 -3.00033 1.88446  -0.610
C 1.48987 -2.04592 1.85356  -1.048
N 1.53443 -1.19144 0.77842  0.315
H 7.66196 3.19421 1.19377  0.228
H 8.47034 1.79695 1.62050  0.221
H 5.89932 3.24910 -0.41046  0.252
H 4.25522 1.88858 -1.71244  0.506
H 6.36573 -1.66201 -0.72240  0.471
H 8.00564 -0.33255 0.61482  0.255
H 2.59730 -3.77282 2.61828  0.417
H 0.72030 -1.87331 2.59238  0.540
O -3.30535 -2.65752 -3.96317  -0.664
C -4.11431 -1.58354 -3.61590  -0.363
N -3.70600 -0.35228 -4.28753  0.171
C -3.96439 0.94079 -3.87888  0.241
O -4.37841 1.76316 -4.68564  -0.736
C -3.60219 1.32275 -2.50219  -0.272
C -3.91181 2.60628 -2.03368  -1.064
C -3.45475 2.99472 -0.79343  -0.954
C -2.67867 2.11128 -0.04804  -0.523
N -2.36731 0.89371 -0.48981  1.165
C -2.83231 0.52226 -1.67021  -0.160
H -2.42158 -2.57777 -3.53306  0.425
H -4.14274 -1.41107 -2.53739  0.268
H -5.12640 -1.85321 -3.93957  0.357
H -3.80277 -0.42517 -5.29077  0.269
H -4.50451 3.25530 -2.66431  0.439
H -3.66366 3.98150 -0.40230  0.456
H -2.30473 2.37134 0.93554  0.373
H -2.56452 -0.47711 -1.97669  0.460

Forces on the atoms, in the same order (eV/Å):
Mn 0.4 0.3 0.6
O 0.1 0.0 -0.2
C 0.1 -0.2 0.7
O -0.3 -1.2 -1.0
C -0.1 0.7 0.2
C 0.1 0.0 -0.4
C -0.1 -0.1 0.2
C 0.0 -0.2 0.3
C 0.0 0.4 0.0
C 0.0 -0.2 -0.3
C 0.0 -0.1 0.2
C 0.0 0.3 0.2
C 0.2 0.3 -0.3
N -0.3 -0.9 0.1
H 0.0 0.0 0.0
H -0.1 0.0 0.0
H 0.0 0.0 0.0
H 0.1 0.0 0.0
H 0.0 0.0 0.0
H 0.0 0.0 0.0
Cl 0.0 0.0 0.1
C 0.2 0.3 -0.3
C 0.0 -0.3 0.3
Cl 0.0 0.1 0.0
C -0.1 -0.2 0.0
Cl 0.0 0.0 -0.2
C -0.1 -0.5 0.2
O 0.3 1.9 -0.2
C 0.0 0.1 0.3
O -0.3 0.1 0.0
C 0.0 -0.1 -0.2
Cl -0.1 -0.1 0.0
C 0.0 0.1 -0.1
C 0.1 0.1 0.0
C -0.1 -0.1 0.0
O -0.5 -0.3 -0.1
C 0.0 0.0 -0.1
H 0.0 0.0 0.0
H 0.0 0.0 0.0
H 0.0 0.0 0.0
H 0.0 0.0 0.0
H 0.1 0.0 0.0
H 0.0 0.1 0.0
H 0.0 0.0 0.0
H 0.1 0.0 0.0
N 0.1 0.1 -0.1
C 0.0 -0.1 -0.1
C 0.0 0.0 0.0
C 0.0 0.0 0.0
C -0.2 -0.2 -0.2
C -0.1 0.1 0.0
C 0.0 0.1 0.0
S -0.5 -0.1 0.8
O -0.1 0.2 -0.1
O 0.1 0.0 0.2
N 0.4 -0.2 -0.6
C 0.4 -0.2 0.2
S -0.2 0.4 -0.1
C 0.3 -0.1 -0.3
C 0.2 -0.1 0.1
N -0.4 0.2 -0.4
H 0.0 0.0 0.1
H 0.0 0.0 0.1
H 0.0 0.0 0.0
H 0.0 0.1 0.0
H 0.0 0.0 0.0
H 0.0 0.0 0.0
H 0.0 0.0 0.0
H 0.1 -0.1 -0.1
O -0.3 0.1 -0.1
C 0.0 -0.3 0.1
N -0.1 0.2 0.0
C -0.1 -0.5 -0.8
O 0.1 0.1 0.2
C 0.1 0.6 0.9
C 0.0 -0.4 -0.3
C 0.0 0.1 0.2
C -0.2 -0.1 -0.1
N 0.5 0.3 0.4
C -0.1 -0.3 -0.3
H 0.2 -0.1 0.0
H -0.1 0.0 -0.1
H 0.0 0.0 0.0
H -0.1 0.0 0.0
H 0.1 0.1 0.0
H 0.0 0.0 0.0
H 0.1 0.1 -0.1
H 0.2 0.0 0.0

(2)
C20H22N4O4S | ωB97M-V/def2-TZVPD

energy above the lowest of the compared OMol25 structures with the same formula, charge and spin = 0.68 kcal/mol
HOMO energy = -8.409 eV
molecular weight = 414.49 g/mol
electronic energy = -1693.57497 Eh
LUMO level = 0.1 eV
Kohn-Sham gap = 8.52 eV
SMILES = CCOC(=O)N1CCN(C(=O)Cn2nc(C)c3sc4ccccc4c3c2=O)CC1

Last column: Mulliken charge in e.
Element x y z (Å)
C 7.86215 1.59473 -0.54511  -1.122
C 7.19525 0.28159 -0.92684  -0.293
O 5.77238 0.39091 -0.92926  -0.376
C 5.17446 0.29250 0.27815  0.768
O 5.76063 0.06222 1.30998  -0.653
N 3.83633 0.51011 0.20510  0.099
C 3.08810 0.55989 -1.03168  -0.778
C 2.34348 -0.76451 -1.23504  -0.829
N 1.52010 -1.04723 -0.07397  0.043
C 0.17483 -1.03200 -0.20017  1.020
O -0.38058 -0.88411 -1.26762  -0.680
C -0.62879 -1.25576 1.09102  -1.370
N -2.03614 -1.18363 0.77976  0.965
N -2.60107 -2.33517 0.44596  -1.115
C -3.83032 -2.37777 0.04040  0.775
C -4.42390 -3.69833 -0.31321  -1.476
C -4.57258 -1.17242 -0.05391  0.572
S -6.22503 -1.01184 -0.57512  -0.344
C -6.15455 0.71723 -0.32719  0.247
C -7.18355 1.61935 -0.54257  -0.425
C -6.94457 2.95546 -0.28793  -0.486
C -5.70130 3.38718 0.17232  -0.686
C -4.67570 2.49288 0.38712  -0.420
C -4.89464 1.13850 0.13850  0.110
C -3.99638 0.03622 0.29269  -0.292
C -2.62094 0.07704 0.73886  0.696
O -1.99242 1.06223 1.08708  -0.757
C 2.28063 -1.10572 1.15351  -0.740
C 3.01669 0.22650 1.36186  -0.925
H 7.59900 1.85694 0.47650  0.312
H 7.53762 2.39074 -1.21104  0.295
H 8.94086 1.48840 -0.61539  0.382
H 7.48982 -0.50686 -0.22654  0.331
H 7.45291 -0.01068 -1.94715  0.325
H 3.76809 0.74905 -1.85978  0.434
H 2.36247 1.37687 -0.96153  0.315
H 1.68817 -0.71013 -2.10502  0.436
H 3.06464 -1.57834 -1.36688  0.332
H -0.41184 -0.46235 1.81088  0.490
H -0.42103 -2.24455 1.50245  0.467
H -4.73667 -3.69553 -1.35625  0.341
H -5.30332 -3.89033 0.29994  0.345
H -3.68979 -4.48224 -0.15723  0.396
H -8.14349 1.28000 -0.89985  0.402
H -7.73334 3.67497 -0.44890  0.385
H -5.54395 4.43838 0.36158  0.387
H -3.70636 2.80584 0.74134  0.540
H 1.64166 -1.31930 2.00619  0.501
H 3.02358 -1.90746 1.06272  0.265
H 3.66737 0.17435 2.23552  0.482
H 2.29101 1.03618 1.48571  0.313

Forces on the atoms, in the same order (eV/Å):
C -0.3 -0.3 -0.1
C 0.5 0.0 0.2
O -0.3 0.0 0.0
C -0.1 0.1 -0.1
O 0.4 -0.1 0.2
N -0.1 0.1 -0.1
C -0.1 -0.2 -0.4
C 0.0 0.3 -0.3
N 0.3 -0.1 -0.2
C -0.1 -0.1 0.3
O -0.3 0.1 -0.2
C 0.0 0.2 -0.1
N 0.0 0.4 0.2
N -0.2 -0.8 -0.2
C 0.3 0.0 0.1
C 0.0 0.1 0.0
C 0.1 0.8 0.1
S 0.3 0.1 0.1
C 0.3 -0.2 0.1
C -0.1 0.1 0.0
C -0.1 -0.1 0.0
C 0.1 0.1 0.0
C 0.1 0.1 0.0
C -0.3 0.1 -0.1
C -0.2 -0.7 -0.2
C -0.2 -0.4 0.0
O 0.1 0.4 0.0
C 0.1 0.3 0.3
C 0.1 -0.3 0.3
H 0.0 0.0 0.1
H 0.0 0.1 -0.1
H 0.1 0.0 0.0
H 0.0 0.1 -0.2
H 0.0 0.0 0.1
H -0.1 0.0 0.1
H 0.0 0.0 -0.1
H 0.1 -0.1 0.1
H 0.0 0.0 0.0
H 0.1 -0.2 0.0
H 0.0 0.1 0.0
H 0.0 -0.1 -0.1
H -0.1 -0.1 0.0
H 0.0 -0.1 0.0
H -0.1 0.0 0.0
H -0.1 0.1 0.0
H 0.0 0.1 0.0
H 0.1 0.1 0.0
H 0.0 0.0 0.0
H -0.1 0.0 0.1
H -0.1 0.0 -0.1
H 0.0 0.0 0.0